DFT (ωB97M-V with the def2-TZVPD basis set) results for a cluster of 2 separate species, C6H6N2S2 in total in a non-equilibrium geometry.

Each line ends with the natural charge from an NBO analysis.
Geometry (Å):
C -2.01090 -1.58370 -0.33536  -0.10
C -1.36699 -0.76123 0.52110  -0.04
C -1.82134 0.29826 -1.29702  0.18
C 1.27501 -1.89600 -0.44593  -0.03
C -0.13845 1.26989 0.29679  -0.08
C 1.40060 -0.89559 -1.31773  -0.65
N -2.27478 -0.86757 -1.45525  -0.42
N -1.18006 0.47091 -0.07701  -0.48
S 1.27874 -3.18608 0.39183  0.17
S -0.25968 2.80594 -0.29981  0.14
H -2.41228 -2.62848 -0.35809  0.23
H -0.99241 -1.03405 1.58061  0.25
H -1.92956 1.21909 -1.81639  0.20
H 1.90617 0.02396 -1.11646  0.26
H 0.41410 -0.67470 -1.77250  0.25
H 0.55890 3.31822 0.61262  0.14

* spin multiplicity: 1
* LUMO: -0.523 eV
* HOMO energy: -0.313 hartree
* DFT total energy: -30964.835 eV
* total charge: 0
* HOMO-LUMO gap: 0.2943 hartree
* F_max: 0.085 hartree/bohr
* energy relative to the best compared isomer or geometry (same formula, charge and spin): 384.7 kJ/mol

DFT (ωB97M-V with the def2-TZVPD basis set) results for the ion C10H16NS with charge +1 in a non-equilibrium geometry.

Each line ends with the natural charge from an NBO analysis.
Geometry (Å):
C 1.53576 1.02969 1.26020  -0.53
C 1.03519 -0.06634 0.77156  0.40
C -0.53044 1.05573 -0.85143  0.34
C -1.84411 0.91385 -2.87022  -0.29
C -1.67211 0.62444 -1.58059  -0.37
C 1.36122 -1.97681 2.25372  -0.56
C 1.36198 -2.32326 -0.25001  -0.62
C -0.75428 -1.60183 0.97887  -0.58
C -0.88250 3.42984 -0.84929  -0.47
C 0.77154 -1.44662 0.90694  -0.23
N -0.24506 2.21433 -0.43629  -0.45
S 1.03943 2.65165 0.74152  0.54
H 2.40321 0.86133 1.84415  0.32
H -2.56872 0.45965 -3.51584  0.23
H -1.18630 1.70058 -3.35494  0.21
H -2.30240 -0.14228 -1.02355  0.27
H 0.81056 -1.43241 3.17501  0.23
H 1.06470 -3.00662 2.23535  0.24
H 2.42794 -1.89770 2.24002  0.22
H 1.05932 -2.20681 -1.36505  0.24
H 2.41900 -2.12663 -0.32011  0.22
H 1.11325 -3.37646 -0.16879  0.24
H -0.99635 -1.42456 -0.06860  0.21
H -1.18373 -2.52152 1.38845  0.24
H -1.19462 -0.84143 1.54203  0.21
H -0.09076 4.13136 -1.32931  0.25
H -1.72551 3.20433 -1.43369  0.24
H -1.22618 4.11448 0.07989  0.25

* spin multiplicity: 1
* LUMO: -4.757 eV
* HOMO energy: -0.471 hartree
* DFT total energy: -22942.096 eV
* total charge: +1
* HOMO-LUMO gap: 0.2960 hartree
* F_max: 0.098 hartree/bohr
* energy relative to the best compared isomer or geometry (same formula, charge and spin): 494.4 kJ/mol

DFT (ωB97M-V with the def2-TZVPD basis set) results for the molecule C5H13NO in a non-equilibrium geometry.

Each line ends with the natural charge from an NBO analysis.
Geometry (Å):
C -2.47224 0.26729 -0.45186  -0.42
N -1.56670 -0.55399 0.33069  -0.63
C -0.21559 -0.61852 -0.13676  -0.05
C 0.43780 -1.90978 0.33150  -0.62
C 0.75623 0.70219 0.37432  0.08
C 2.07950 0.70683 -0.37266  -0.64
O 0.09336 1.93328 0.14467  -0.74
H -2.15240 1.30421 -0.60881  0.19
H -3.43983 0.28852 0.04939  0.20
H -2.59707 -0.18602 -1.43923  0.19
H -1.06585 0.03041 1.12844  0.36
H -0.19980 -0.54968 -1.23021  0.18
H -0.21775 -2.74205 0.08143  0.23
H 0.56115 -1.90128 1.41303  0.20
H 1.40146 -2.07207 -0.14489  0.21
H 0.93491 0.56546 1.45353  0.15
H 2.65710 -0.18731 -0.15172  0.21
H 1.90059 0.75667 -1.44600  0.21
H 2.67704 1.57740 -0.09377  0.21
H 0.42807 2.58845 0.76891  0.47

* SMILES: CN[C@H](C)[C@@H](C)O
* spin multiplicity: 1
* LUMO: 0.821 eV
* HOMO energy: -0.322 hartree
* DFT total energy: -8931.880 eV
* total charge: 0
* HOMO-LUMO gap: 0.3520 hartree
* F_max: 0.083 hartree/bohr
* energy relative to the best compared isomer or geometry (same formula, charge and spin): 205.6 kJ/mol